This record from the Open Molecules 2025 dataset describes the molecule C3H8N2S3 at a distorted geometry. The level of theory is ωB97M-V/def2-TZVPD.

XYZ file:
```
16
Properties=species:S:1:pos:R:3:forces:R:3:nbo_charge:R:1
C -2.00878 -0.18863 -0.46814 1.1 -0.2 1.8 -0.32
C 0.26968 -0.59589 0.78973 -1.8 1.3 -3.8 -0.27
C 2.83143 -0.26459 -0.14352 2.2 1.8 -0.8 -0.78
N -1.18510 1.04801 -0.14745 -0.5 -1.8 1.0 -0.45
N -0.22597 0.76082 0.86668 -0.1 1.2 2.1 -0.49
S -1.23084 -1.57611 0.55714 -1.2 -0.1 0.1 0.17
S -3.76444 0.24602 -0.37417 -0.5 -3.0 2.6 0.03
S 1.23475 -0.67391 -0.85564 0.2 -0.4 1.3 0.17
H -1.80823 -0.59188 -1.43045 0.1 0.4 -1.1 0.20
H 0.88326 -0.90262 1.57078 0.9 -0.5 1.5 0.23
H 3.69777 -0.36259 -0.89007 -1.5 -0.4 0.8 0.24
H 3.06537 -0.89635 0.70954 0.0 -0.1 0.0 0.21
H 2.98345 0.82419 0.15459 -0.8 -1.3 -0.1 0.22
H -0.60693 1.05921 -0.93501 1.2 0.8 -1.7 0.36
H -0.64637 0.99378 1.80077 0.5 -0.5 -1.3 0.37
H -3.48905 1.12054 -1.20479 0.3 2.7 -2.4 0.10
```
Positions in Å, forces in eV/Å.

Values from the calculation:
net charge	0
SMILES	CS[C@H]1NN[C@H](S)S1
HOMO	-8.8	eV



This record from the Open Molecules 2025 dataset describes the ion C3H8N3 with charge +1 at a distorted geometry. The level of theory is ωB97M-V/def2-TZVPD.

XYZ file:
```
14
Properties=species:S:1:pos:R:3:forces:R:3:nbo_charge:R:1
C 1.72263 -1.01415 -0.08171 -0.3 2.3 4.4 0.04
C 0.35992 0.96419 -0.48500 -1.4 1.0 -0.9 -0.11
C -1.51242 -0.33072 0.67262 0.7 -1.5 -1.5 -0.13
N 1.21618 0.16960 0.30452 0.5 -0.5 -0.3 -0.47
N -1.49590 -0.90013 -0.65515 0.9 -2.0 -0.1 -0.34
N -1.13745 0.39720 -0.51772 1.8 0.2 1.7 -0.25
H 1.25660 -1.47779 -0.85847 -0.8 -1.0 -2.7 0.23
H 2.32701 -1.57112 0.66895 -0.4 0.6 -0.8 0.24
H 0.20912 2.01763 -0.12315 0.6 -1.2 -0.1 0.25
H 0.66458 0.96680 -1.51646 0.1 0.0 -0.4 0.24
H -2.48900 -0.14899 0.99697 -1.0 0.4 1.3 0.22
H -0.66456 -0.68438 1.27806 -0.7 0.8 0.3 0.20
H 1.37405 0.62946 1.20408 0.7 -0.9 -0.1 0.45
H -1.83078 0.98241 -0.88754 -0.7 1.9 -0.8 0.43
```
Positions in Å, forces in eV/Å.

Values from the calculation:
net charge	+1
HOMO (spin up / spin down)	-12.1 / -13.3	eV



This record from the Open Molecules 2025 dataset describes the ion C3H8N3 with charge +1 at a distorted geometry. The level of theory is ωB97M-V/def2-TZVPD.

XYZ file:
```
14
Properties=species:S:1:pos:R:3:forces:R:3:nbo_charge:R:1
C 1.14448 0.66521 -1.61364 -1.2 0.0 -3.5 0.24
C -0.86162 0.84029 -0.88472 -0.9 -1.6 -0.9 -0.09
C -0.29479 -0.83164 0.95778 -2.3 -4.2 -1.0 -0.47
N -0.03713 0.93042 -2.00958 1.7 1.1 -0.2 -0.41
N 1.26683 0.31280 -0.34386 5.7 -1.4 3.5 -0.48
N 0.02807 0.40981 0.28300 1.1 1.3 2.9 -0.21
H 1.84460 0.48061 -2.39506 1.3 0.2 0.2 0.25
H -1.26513 1.75433 -0.56042 -1.3 1.0 0.0 0.23
H -1.47729 -0.00340 -1.27280 -0.7 0.6 1.8 0.26
H -0.40886 -1.57560 0.09646 0.4 0.8 1.0 0.24
H 0.47122 -1.29655 1.60760 -0.2 1.1 -0.2 0.26
H -1.33982 -0.94723 1.40984 1.5 1.2 -0.3 0.27
H 2.24511 0.22518 0.28007 -3.8 0.4 -2.3 0.47
H 0.18791 1.14832 1.02046 -1.1 -0.4 -0.9 0.44
```
Positions in Å, forces in eV/Å.

Values from the calculation:
net charge	+1
SMILES	C[N@@H+]1CN=CN1
HOMO	-14.2	eV



This record from the Open Molecules 2025 dataset describes the ion C3H8N3 with charge +1 at a distorted geometry. The level of theory is ωB97M-V/def2-TZVPD.

XYZ file:
```
14
Properties=species:S:1:pos:R:3:forces:R:3:nbo_charge:R:1
C -0.74415 -1.43652 -0.66451 -2.5 -0.3 -3.5 -0.16
C -0.41023 0.80560 -0.68652 -2.4 0.2 1.8 -0.07
C 0.95750 0.72086 1.68049 2.2 1.8 -2.5 -0.45
N -0.00736 -1.18825 0.48418 1.2 0.7 3.1 0.03
N -0.64295 -0.24958 -1.52309 1.5 -2.0 -1.5 -0.57
N 0.20169 0.00882 0.63492 -0.4 0.3 -1.2 0.03
H -0.35712 -2.22445 -1.32657 -0.1 -0.4 1.1 0.27
H -1.83640 -1.64612 -0.42898 1.3 0.0 0.3 0.27
H 0.22569 1.46084 -1.14990 2.0 1.9 -0.3 0.23
H -1.35134 1.36503 -0.35946 1.2 -1.0 0.1 0.23
H 0.48505 1.74845 1.78142 0.6 -1.4 0.1 0.26
H 2.00931 0.84881 1.13441 -2.1 0.2 1.0 0.26
H 1.27481 0.24732 2.58493 -0.9 -0.8 0.5 0.28
H 0.19552 -0.46081 -2.16132 -1.7 0.9 1.1 0.39
```
Positions in Å, forces in eV/Å.

Values from the calculation:
net charge	+1
SMILES	C[N+]1=NCNC1
HOMO	-15.3	eV



This record from the Open Molecules 2025 dataset describes a cluster of 2 separate species, C3H8N3 in total at a distorted geometry. The level of theory is ωB97M-V/def2-TZVPD.

XYZ file:
```
14
Properties=species:S:1:pos:R:3:forces:R:3:nbo_charge:R:1
C 1.09233 -3.06865 -0.70150 -1.3 -2.8 -2.1 0.12
C -0.47496 0.72949 0.18285 1.4 -0.8 -0.1 0.58
C -0.74573 3.02552 0.15590 2.1 2.9 -0.4 -0.41
N 1.04983 -2.63561 0.46661 -0.5 1.7 1.0 -0.59
N -1.03843 1.75808 -0.33913 -2.2 -1.4 -2.0 -0.62
N 0.21772 -0.11343 0.54866 -0.3 -0.9 0.4 -0.52
H 0.56735 -2.52232 -1.47184 0.1 0.5 0.0 0.21
H 1.30893 -4.14083 -1.03822 0.8 1.7 0.9 0.24
H -0.92988 2.98060 1.16676 -0.3 0.6 2.6 0.20
H 0.33582 3.36192 0.03073 -1.4 -0.7 -0.2 0.23
H -1.40474 3.76344 -0.28062 0.0 0.1 -0.2 0.23
H -2.01670 1.59134 -0.56970 0.3 0.2 -0.2 0.43
H 1.55279 -3.06432 1.23315 -0.3 -0.4 0.2 0.43
H 0.48567 -1.66523 0.61634 1.7 -0.7 0.1 0.47
```
Positions in Å, forces in eV/Å.

Values from the calculation:
net charge	+1
HOMO	-13.8	eV



This record from the Open Molecules 2025 dataset describes a cluster of 2 separate species, C3H8N3O in total at a distorted geometry. The level of theory is ωB97M-V/def2-TZVPD.

XYZ file:
```
15
Properties=species:S:1:pos:R:3:forces:R:3:nbo_charge:R:1
C -1.22985 0.94410 0.40907 -0.7 -0.5 0.5 -0.08
C -1.95490 -0.17414 0.12507 -1.9 -0.2 0.5 0.03
C -0.02208 -0.42306 -0.91516 -1.0 3.8 2.1 0.52
N -0.06821 0.91884 -0.30387 0.7 -4.1 -2.2 -0.22
N 1.04103 1.71143 -0.12906 0.9 2.8 1.3 -0.64
N 1.17899 -1.64566 0.30902 -2.4 -0.6 2.0 -0.99
O -1.19938 -0.93553 -0.81859 -1.4 0.6 1.2 -0.39
H -1.24508 1.78369 1.10205 -1.1 -0.4 -0.1 0.26
H -3.04860 -0.58433 0.37223 3.1 1.1 -0.6 0.29
H 0.45999 -0.68713 -1.78910 1.6 -0.1 -1.4 0.22
H 1.01557 2.60131 -0.70998 -0.3 -1.7 0.5 0.39
H 1.10441 2.11118 0.87611 -0.2 -1.3 -2.0 0.38
H 0.68608 -2.50713 0.67715 0.4 1.5 -0.3 0.41
H 1.47204 -1.06794 1.13186 0.5 -1.0 -1.4 0.42
H 1.80998 -2.04564 -0.33681 1.8 0.3 -0.3 0.41
```
Positions in Å, forces in eV/Å.

Values from the calculation:
net charge	+1
HOMO	-13.2	eV



This record from the Open Molecules 2025 dataset describes the ion C3H8N3O with charge +1 at a distorted geometry. The level of theory is ωB97M-V/def2-TZVPD.

XYZ file:
```
15
Properties=species:S:1:pos:R:3:forces:R:3:nbo_charge:R:1
C 0.46937 -0.53496 -2.24256 -1.4 -0.2 -0.7 0.02
C -0.63799 -0.01364 -0.14020 -2.8 0.7 -3.8 0.02
C -0.10822 0.58396 1.02035 -2.8 1.1 2.2 -0.27
N 0.79854 0.86066 -2.24515 -0.1 2.3 1.1 -0.07
N 0.39118 1.64707 -1.48840 0.2 -1.2 -0.4 0.05
N -0.01379 -0.45511 2.37396 -3.2 -3.3 -5.7 -0.75
O 0.05776 -0.87461 -0.88745 1.0 -0.8 -0.6 -0.50
H -0.32927 -0.50738 -3.08099 0.8 -0.9 1.6 0.23
H 1.34887 -1.10641 -2.54116 -0.3 -0.2 0.3 0.24
H -1.67435 0.22579 -0.57479 1.4 -0.5 1.3 0.21
H -0.83869 1.42100 1.36063 1.6 -1.4 -0.4 0.26
H 0.83469 0.91622 0.79658 2.6 0.7 0.6 0.23
H 0.36424 -0.10256 3.17566 1.8 1.0 2.7 0.43
H 0.38563 -1.39723 1.94872 -0.5 2.5 1.7 0.46
H -1.04796 -0.66281 2.52480 1.7 0.2 0.1 0.44
```
Positions in Å, forces in eV/Å.

Values from the calculation:
net charge	+1
HOMO (spin up / spin down)	-12.3 / -12.4	eV



This record from the Open Molecules 2025 dataset describes the ion C3H8N3O with charge +1 at a distorted geometry. The level of theory is ωB97M-V/def2-TZVPD.

XYZ file:
```
15
Properties=species:S:1:pos:R:3:forces:R:3:nbo_charge:R:1
C -1.37332 -0.52380 0.48253 0.8 -1.0 1.1 -0.22
C 0.00610 -1.11878 -0.07445 -1.3 -0.9 0.6 -0.31
C -0.10044 1.49761 0.13613 -0.1 -0.4 -1.6 0.03
N -1.23221 0.80224 -0.05328 -3.1 0.4 -1.6 -0.58
N 2.15401 0.13292 -0.58376 3.0 0.0 -2.7 -0.12
N 0.96874 0.04768 0.04615 -1.8 -0.9 0.4 0.10
O 2.16513 -0.07047 0.80880 -0.9 -0.1 1.1 -0.16
H -2.28165 -1.02280 -0.03533 1.6 0.7 1.4 0.26
H -1.38001 -0.56654 1.63531 -0.4 0.1 -1.9 0.24
H 0.34346 -2.09529 0.35128 0.2 1.3 0.1 0.28
H -0.31946 -1.36283 -1.09430 1.1 0.6 -0.2 0.24
H 0.05515 2.26055 -0.63523 0.5 -0.7 -0.3 0.25
H 0.14349 1.97754 1.04182 0.4 -0.5 1.7 0.23
H -1.68922 0.79750 -1.00290 1.1 0.7 1.4 0.41
H 2.54023 -0.75554 -1.02279 -1.2 0.8 0.5 0.37
```
Positions in Å, forces in eV/Å.

Values from the calculation:
net charge	+1
SMILES	C1C[N@+]2(CN1)NO2
HOMO	-14.7	eV



Repeat the sixth record exactly.
This record from the Open Molecules 2025 dataset describes a cluster of 2 separate species, C3H8N3O in total at a distorted geometry. The level of theory is ωB97M-V/def2-TZVPD.

XYZ file:
```
15
Properties=species:S:1:pos:R:3:forces:R:3:nbo_charge:R:1
C -1.22985 0.94410 0.40907 -0.7 -0.5 0.5 -0.08
C -1.95490 -0.17414 0.12507 -1.9 -0.2 0.5 0.03
C -0.02208 -0.42306 -0.91516 -1.0 3.8 2.1 0.52
N -0.06821 0.91884 -0.30387 0.7 -4.1 -2.2 -0.22
N 1.04103 1.71143 -0.12906 0.9 2.8 1.3 -0.64
N 1.17899 -1.64566 0.30902 -2.4 -0.6 2.0 -0.99
O -1.19938 -0.93553 -0.81859 -1.4 0.6 1.2 -0.39
H -1.24508 1.78369 1.10205 -1.1 -0.4 -0.1 0.26
H -3.04860 -0.58433 0.37223 3.1 1.1 -0.6 0.29
H 0.45999 -0.68713 -1.78910 1.6 -0.1 -1.4 0.22
H 1.01557 2.60131 -0.70998 -0.3 -1.7 0.5 0.39
H 1.10441 2.11118 0.87611 -0.2 -1.3 -2.0 0.38
H 0.68608 -2.50713 0.67715 0.4 1.5 -0.3 0.41
H 1.47204 -1.06794 1.13186 0.5 -1.0 -1.4 0.42
H 1.80998 -2.04564 -0.33681 1.8 0.3 -0.3 0.41
```
Positions in Å, forces in eV/Å.

Values from the calculation:
net charge	+1
HOMO	-13.2	eV